1.
C18H12Co2O7 | ωB97M-V with the def2-TZVPD basis set

Each line ends with the Mulliken charge.
CARTESIAN COORDINATES (ANGSTROEM)
H  3.468  -0.556  -0.856  0.2997
C  3.523  -2.293  2.098  -0.4296
H  2.166  0.679  3.037  0.3670
C  1.521  3.612  0.131  -1.2392
H  4.224  -2.733  0.102  0.3307
C  1.505  2.406  1.017  0.6517
C  -4.436  -2.247  -2.653  0.1730
C  1.433  1.001  0.390  0.6426
O  1.550  2.555  2.222  -0.6165
O  -0.920  2.274  -1.896  -0.4269
O  -1.710  -4.194  -1.984  -0.4458
H  3.838  -3.252  2.508  0.3392
C  -3.454  1.625  0.668  -0.1951
O  -5.397  -2.710  -3.108  -0.4392
C  -1.986  -0.795  -3.200  -0.0219
C  -2.128  -1.165  -0.141  -0.9094
H  0.568  -0.854  0.774  0.0630
Co  -2.741  0.471  -0.543  0.1495
C  -1.692  1.576  -1.407  -0.2277
C  -2.205  -3.145  -1.961  0.3609
O  -5.171  0.816  -2.214  -0.5286
Co  -2.970  -1.534  -1.928  -0.1716
H  -2.435  -1.919  0.565  0.5072
H  1.426  1.014  -0.701  0.5478
O  -3.886  2.407  1.381  -0.3483
C  2.578  0.114  0.996  -0.0846
H  2.858  -1.504  3.999  0.3254
H  0.883  3.490  -0.746  0.2746
C  -1.169  -0.157  0.014  0.2624
C  3.001  -1.304  2.935  -0.4953
C  -4.216  0.403  -1.668  0.3210
H  -0.133  0.630  1.665  0.2395
H  2.544  3.835  -0.199  0.2674
C  2.586  -0.079  2.383  -0.4303
C  3.324  -0.781  0.207  -0.4422
C  0.099  0.177  0.729  -0.2504
H  1.166  4.475  0.701  0.3849
C  3.751  -1.996  0.748  -0.4207
O  -1.361  -0.341  -4.065  -0.3840

The calculation puts the total energy at -108441.416 eV. The value obtained for the gap between HOMO and LUMO is 0.1215 Ha. For the HOMO energy, the calculation gives 1.61 eV. The LUMO energy is 4.913 eV. As for the net charge: -2.


2.
C57H62N2O2P2S2TeZn | ωB97M-V with the def2-TZVPD basis set

Each line ends with the Löwdin spin population.
CARTESIAN COORDINATES (ANGSTROEM)
H  -1.171  -5.525  -6.261  0.0000
H  4.731  0.193  -1.055  0.0000
H  0.913  0.167  5.945  0.0000
H  -1.516  -2.538  -0.860  0.0000
C  6.374  0.310  -3.212  0.0000
C  -0.635  -4.117  2.703  0.0000
C  -0.776  -4.693  -6.848  0.0000
H  2.906  2.115  1.865  0.0001
C  1.359  -2.545  -2.873  0.0000
C  -0.988  -6.569  7.204  0.0000
Zn  -0.810  3.096  -0.057  0.0214
C  4.178  0.322  -1.982  0.0000
H  -2.149  -1.826  -2.352  0.0000
C  -1.113  -4.202  6.789  0.0000
C  2.791  0.398  -1.928  0.0000
C  0.444  3.832  -2.023  0.0002
H  0.810  0.828  1.714  0.0008
Te  -0.055  0.667  -3.081  0.0001
C  0.461  -2.393  -4.074  0.0000
H  -2.233  -0.005  -6.862  0.0000
C  2.412  4.692  -5.751  0.0000
S  -0.517  3.804  2.202  0.2761
H  4.001  2.440  4.068  0.0000
H  1.519  -3.600  -2.642  0.0000
C  -0.153  -1.167  -4.383  0.0000
O  -1.333  0.915  0.563  0.0063
H  6.711  -0.681  -2.900  0.0000
C  0.274  -3.997  0.480  0.0000
H  1.406  1.887  -5.502  0.0000
C  1.139  4.105  -3.332  0.0005
C  2.121  0.312  -0.587  0.0000
C  -1.186  -2.265  -6.292  0.0000
C  -2.113  0.726  4.114  0.0014
H  -4.134  6.344  2.252  0.0052
H  -2.304  -5.233  8.243  0.0000
H  1.419  0.181  -5.950  0.0000
C  4.872  0.408  -3.183  0.0000
C  -0.003  -6.677  6.228  0.0000
H  -3.020  2.773  6.666  0.0000
H  -1.558  -3.243  7.021  0.0000
C  1.297  0.959  2.673  0.0031
H  2.778  1.225  -6.406  0.0000
C  -0.132  -4.297  5.806  0.0000
P  -0.864  -0.501  3.548  0.0005
C  -1.986  4.578  2.473  0.1656
H  4.212  4.063  -4.765  0.0000
C  0.442  -3.380  3.195  0.0000
C  2.509  3.915  -3.474  0.0000
H  1.193  -5.647  4.785  0.0000
S  -3.075  3.851  0.066  0.2695
C  2.065  0.573  -3.115  0.0000
H  0.433  -7.642  6.002  0.0000
C  -1.406  -0.220  0.103  0.0005
H  -1.016  0.973  -6.016  0.0000
H  -2.218  6.408  3.579  0.0051
C  2.511  1.323  5.135  0.0008
C  2.747  0.699  -4.330  0.0000
C  0.413  4.593  -4.417  0.0000
H  -3.003  5.017  4.327  0.0039
C  -4.109  2.544  4.828  0.0021
C  -2.072  1.377  5.347  0.0020
H  -0.635  -0.977  0.302  0.0001
H  -1.243  5.176  4.394  0.0005
H  0.742  -4.448  -4.613  0.0000
H  -4.439  -0.293  -1.050  0.0000
C  3.144  4.219  -4.672  0.0000
P  0.564  -2.834  4.943  0.0000
H  6.830  1.037  -2.537  0.0000
H  -3.264  -2.535  -1.152  0.0000
C  -4.146  1.925  3.589  0.0003
H  -0.858  -1.131  5.953  0.0000
H  -1.837  -2.205  -7.160  0.0000
C  0.252  -3.513  -4.875  0.0000
H  2.267  -2.375  2.685  0.0000
H  4.660  0.703  -5.288  0.0000
H  2.858  0.172  0.206  0.0000
H  -1.249  1.195  6.029  0.0000
C  -1.537  -5.329  7.484  0.0000
O  0.115  4.864  -1.346  0.0117
C  2.048  1.011  -5.624  0.0000
C  -0.718  -4.426  1.356  0.0000
C  0.705  0.415  3.812  0.0026
H  -0.653  4.751  -4.304  0.0000
C  1.433  -2.959  2.312  0.0000
H  -4.883  3.248  5.108  0.0005
H  -1.321  -7.448  7.741  0.0000
H  -1.813  -2.210  4.926  0.0000
H  2.116  -2.919  0.275  0.0000
H  -3.259  0.544  -2.088  0.0000
H  1.415  -0.521  -0.555  0.0000
N  0.199  2.606  -1.642  0.0002
H  -5.070  5.272  1.198  0.0006
C  3.083  1.871  3.994  -0.0001
C  1.348  -3.262  0.957  0.0000
C  1.331  0.599  5.043  0.0000
C  0.425  -5.552  5.545  0.0000
C  -0.869  -1.661  4.997  0.0000
H  -2.448  0.443  -5.168  0.0000
N  -2.443  -0.693  -0.605  0.0002
H  0.460  5.238  -6.460  0.0000
H  -4.937  2.154  2.885  0.0000
C  -3.076  4.582  1.582  0.1771
H  -3.504  1.088  -0.419  0.0071
C  1.040  4.871  -5.621  0.0000
H  2.906  4.916  -6.690  0.0000
C  2.475  1.686  2.761  0.0009
H  -1.478  -4.491  -7.658  0.0000
H  0.163  -5.028  -7.295  0.0000
H  0.207  -4.232  -0.575  0.0000
H  3.080  3.519  -2.643  0.0000
H  0.923  -2.049  -2.002  0.0000
H  -1.413  -4.449  3.381  0.0000
C  -0.568  -3.470  -5.994  0.0000
C  -3.064  2.274  5.706  0.0000
C  -3.154  1.017  3.238  0.0006
H  2.986  1.456  6.099  0.0001
C  -2.119  5.335  3.771  0.0103
C  -0.992  -1.127  -5.508  0.0000
H  2.333  -2.082  -3.042  0.0000
C  -2.341  -1.967  -1.284  0.0001
H  -1.560  -4.997  0.983  0.0000
H  1.547  1.223  -0.405  0.0000
H  6.759  0.493  -4.216  0.0000
C  4.139  0.598  -4.342  0.0000
H  -3.169  0.550  2.261  0.0003
C  -3.473  0.215  -1.066  0.0041
C  -1.711  0.138  -5.915  0.0000
H  -4.767  4.831  2.888  0.0051
C  -4.335  5.301  1.998  0.0124

The calculation puts the total energy at -163153.808 eV. The value obtained for the gap between HOMO and LUMO (alpha / beta) is 0.2378 / 0.2002 Ha. For the HOMO energy (alpha / beta), the calculation gives -4.27 / -4.26 eV. The LUMO energy (alpha / beta) is 2.203 / 1.185 eV. Its expectation value of S² is 0.7614. As for the net charge: -1. The multiplicity is 2.


3.
CH14O5S | ωB97M-V with the def2-TZVPD basis set

Each line ends with the Mulliken charge.
CARTESIAN COORDINATES (ANGSTROEM)
H  1.090  -3.440  -1.169  0.3364
H  0.676  -0.404  -3.623  0.2917
O  0.139  2.066  -1.067  -0.5751
O  0.500  -2.222  1.449  -0.6903
C  -1.484  2.668  1.329  -0.6782
H  0.450  -2.149  -0.926  0.3073
H  2.123  -1.518  0.259  0.3440
H  -0.293  -1.674  1.454  0.3378
H  3.583  -1.705  0.736  0.3119
H  -0.472  2.242  1.374  0.1516
O  0.767  -2.681  -1.662  -0.6835
O  2.846  -1.071  0.710  -0.6490
H  -1.593  3.203  2.264  0.3538
H  -3.570  1.660  1.561  0.0902
H  1.118  -1.689  1.943  0.3527
H  1.064  1.798  -1.025  0.2888
H  -0.179  1.368  -1.639  0.3053
H  -1.457  3.237  0.408  0.2864
H  1.417  -0.961  -2.321  0.3642
O  1.169  -0.193  -2.848  -0.6327
S  -2.380  1.063  1.274  -0.2133

The calculation puts the total energy at -22336.595 eV. The value obtained for the gap between HOMO and LUMO is 0.3408 Ha. For the HOMO energy, the calculation gives -9.05 eV. The LUMO energy is 0.229 eV. As for the SMILES: CS.O.O.O.O.O.


4.
C4H11ClNOP | ωB97M-V with the def2-TZVPD basis set

Each line ends with the Mulliken charge.
CARTESIAN COORDINATES (ANGSTROEM)
H  -1.007  -3.310  0.174  0.3861
H  -0.063  2.269  -0.812  0.2924
H  1.438  3.316  -0.929  0.3439
P  1.657  -0.102  0.521  0.7433
H  -0.194  -2.887  -1.401  0.2909
N  -0.970  -1.242  -0.250  -0.2358
Cl  3.166  -1.352  0.013  -0.2891
C  -0.954  -2.644  -0.663  -0.9037
C  -1.679  -1.020  0.978  -0.8819
O  1.792  0.318  1.922  -0.5349
H  0.962  2.544  0.713  0.3155
H  -2.156  -0.103  1.075  0.3071
H  2.858  1.610  -0.442  0.4599
C  1.941  1.340  -0.697  -0.5931
H  1.760  1.187  -1.812  0.3056
H  -2.425  -1.886  1.074  0.3839
C  0.933  2.498  -0.427  -1.0663
H  -1.977  -2.769  -1.135  0.3392
H  -1.042  -1.228  1.840  0.3370

The calculation puts the total energy at -29672.804 eV. The value obtained for the gap between HOMO and LUMO (alpha / beta) is 0.3003 / 0.3007 Ha. For the HOMO energy (alpha / beta), the calculation gives -9.34 / -8.32 eV. The LUMO energy (alpha / beta) is -1.165 / -0.139 eV.


5.
C29H39ClFeN5O6PS3 | ωB97M-V with the def2-TZVPD basis set

Each line ends with the Löwdin spin population.
CARTESIAN COORDINATES (ANGSTROEM)
C  -2.884  0.112  -1.057  0.0010
C  0.842  0.961  -4.292  0.0001
H  5.817  -0.307  2.476  0.0002
C  -0.244  -2.383  -2.750  -0.0001
O  0.484  1.334  -5.623  0.0000
H  -0.976  -3.801  -4.185  0.0000
S  -0.774  4.765  0.776  0.0009
S  3.137  0.811  -1.278  0.0019
C  4.734  -0.354  2.616  0.0019
C  -0.245  0.366  -6.268  0.0000
C  1.924  0.840  -0.180  0.0042
H  -1.213  -2.212  -2.275  -0.0002
H  4.496  -1.293  3.123  0.0000
H  2.374  0.169  -6.767  0.0000
O  0.805  -2.329  -1.768  0.0014
C  2.969  -4.256  0.023  0.0000
C  -2.386  -0.482  -6.962  0.0000
H  -0.921  0.057  4.306  -0.0001
H  2.274  -1.276  -7.791  0.0000
C  -3.819  -0.163  1.503  0.0599
C  4.235  0.841  3.419  0.0034
H  3.064  -2.487  -1.214  0.0000
H  -3.465  -0.418  -6.985  0.0000
H  4.714  0.874  4.401  0.0000
H  4.502  1.762  2.906  0.0004
O  -0.522  -2.876  0.189  -0.0018
C  -1.015  3.079  0.697  0.0023
H  -2.467  0.263  -2.046  -0.0022
H  0.766  -3.903  -3.891  0.0000
H  -4.911  -0.092  -1.708  0.0087
C  -0.203  -3.739  -3.416  0.0000
H  -0.197  -2.322  2.169  -0.0004
H  -0.803  -5.209  1.353  0.0000
H  0.119  -2.476  -8.067  0.0000
O  0.038  0.477  -2.186  0.0002
C  -1.737  -1.533  -7.585  0.0000
H  -2.305  -0.949  3.857  0.0050
Fe  -0.004  0.411  -0.181  0.0321
C  -0.291  1.067  -3.258  0.0000
H  3.848  -4.721  -0.430  0.0000
C  1.880  0.955  2.607  0.0695
H  -0.076  -1.578  -3.462  0.0000
H  0.737  5.551  -1.003  0.0000
N  -2.000  0.146  -0.062  0.1245
N  2.798  0.834  3.653  0.0356
H  -2.083  1.286  -5.754  0.0000
P  0.517  -1.723  -0.308  0.0002
H  -0.576  -4.664  3.024  0.0000
N  0.768  0.339  2.774  -0.0104
H  4.267  -0.364  1.629  0.0003
C  0.255  4.682  -0.589  0.0003
H  -0.371  -4.531  -2.685  0.0000
C  -1.448  0.176  2.236  0.1245
C  -0.745  -3.069  1.593  0.0006
C  -4.240  -0.074  -0.861  0.1168
C  1.910  -0.810  -6.874  0.0000
H  -5.755  -0.387  0.656  -0.0005
C  -2.436  0.053  1.244  0.1012
C  3.019  -2.754  -0.159  -0.0001
Cl  -2.676  -2.747  -8.424  0.0000
S  2.371  2.003  1.267  0.0059
N  -0.194  0.411  1.795  0.2413
H  1.227  -0.061  -4.268  0.0000
H  2.246  -1.423  -6.035  0.0000
H  2.948  -4.520  1.081  0.0000
N  -0.390  2.497  -0.284  0.0087
O  1.880  -2.132  0.443  -0.0001
C  0.411  -0.694  -6.900  0.0000
H  0.919  3.035  -1.848  0.0000
H  -1.811  -2.914  1.776  0.0012
C  -1.629  0.469  -6.297  0.0000
C  -0.311  -4.465  1.982  0.0000
H  2.491  0.099  4.275  0.0010
C  0.343  3.399  -1.011  0.0005
H  1.661  1.609  -3.977  0.0001
H  0.768  -4.575  1.871  0.0000
H  2.077  -4.665  -0.454  0.0000
H  3.888  -2.318  0.334  0.0000
C  -1.808  0.012  3.682  0.0172
O  -1.357  1.613  -3.544  -0.0002
C  -0.359  -1.646  -7.561  0.0000
H  -1.637  2.538  1.395  0.0020
H  -2.504  0.790  4.014  0.0064
C  -4.701  -0.227  0.459  0.0299
H  -4.166  -0.265  2.523  0.0048

The calculation puts the total energy at -139149.166 eV. The value obtained for the gap between HOMO and LUMO (alpha / beta) is 0.1805 / 0.2547 Ha. For the HOMO energy (alpha / beta), the calculation gives -2.47 / -4.50 eV. The LUMO energy (alpha / beta) is 2.438 / 2.431 eV. Its expectation value of S² is 0.7778. As for the net charge: -1. The multiplicity is 2.


6.
C13H14F3IN2Sn | ωB97M-V with the def2-TZVPD basis set

Each line ends with the Mulliken charge.
CARTESIAN COORDINATES (ANGSTROEM)
H  -0.099  -2.570  -3.392  0.4389
H  -2.863  -3.327  2.066  0.3989
H  0.637  3.016  1.517  -0.2778
Sn  -0.253  0.702  0.252  0.1539
H  1.430  -1.235  -4.915  0.4284
H  -1.934  -0.961  2.208  0.4463
C  1.828  -0.044  1.198  0.2354
C  -2.113  -3.629  0.038  -0.4333
C  0.104  3.102  3.464  -0.6190
C  0.747  3.775  2.346  -0.2791
C  -0.082  -1.105  -1.921  0.7640
C  1.114  -0.821  -3.971  -0.4303
I  -2.572  2.390  -0.329  -0.5954
H  -1.226  -3.555  -1.973  0.4164
H  1.344  1.985  -1.989  0.4331
C  1.116  0.970  -2.381  0.0811
H  1.788  3.986  2.581  0.2676
H  -0.861  3.574  3.583  0.2878
H  -2.512  -4.627  -0.074  0.4282
N  0.380  0.140  -1.616  0.0672
H  0.665  3.094  4.388  0.2994
F  1.632  -1.406  1.395  -0.2995
N  -1.079  -1.189  0.285  0.0271
F  2.436  0.430  2.321  -0.2351
C  0.288  -1.594  -3.160  -0.7730
F  2.759  0.034  0.171  -0.2929
C  -1.411  -3.077  -1.024  -0.7000
C  -2.319  -2.919  1.226  -0.7751
C  1.528  0.466  -3.601  -0.8002
H  2.167  1.081  -4.221  0.4067
H  -0.125  2.099  3.050  -0.0477
C  -1.802  -1.635  1.339  0.0092
H  0.160  4.658  2.049  0.2878
C  -0.870  -1.810  -0.909  0.6809

The calculation puts the total energy at -38770.870 eV. The value obtained for the gap between HOMO and LUMO (alpha / beta) is 0.1371 / 0.1369 Ha. For the HOMO energy (alpha / beta), the calculation gives -5.58 / -5.58 eV. The LUMO energy (alpha / beta) is -1.854 / -1.856 eV.